Record 1
9
Properties=species:S:1:pos:R:3:forces:R:3 method="wB97M-V/def2-TZVPD" total_charge=+1 multiplicity=3 homo_lumo_gap_ev="7.893 / 9.898" max_force_ev_per_a=10.68 lumo_ha="-0.1667 / -0.2726" energy_ha=-270.35452 e_above_lowest_ev=1.2766 homo_ev="-12.430 / -17.317" s2=2.008
C -0.05092 -0.63915 -0.41409 -0.83 4.08 -3.96
N 0.69712 0.52462 0.15143 0.65 -2.19 1.56
O -1.60138 0.12600 -0.40356 5.47 -1.68 -9.02
F -2.02012 0.10066 0.92688 -3.95 0.40 9.84
H 0.36975 -0.76457 -1.45334 -0.81 -0.51 1.25
H -0.12747 -1.39508 0.25703 -0.41 -2.42 1.64
H 1.62704 0.12276 0.37636 0.25 0.78 -1.02
H 0.43121 0.69528 1.16087 -0.76 1.01 -1.51
H 0.67478 1.22948 -0.60158 0.39 0.53 1.23

=====

Record 2
8
Properties=species:S:1:pos:R:3:forces:R:3 method="wB97M-V/def2-TZVPD" homo_lumo_gap_ev=10.077 max_force_ev_per_a=5.81 lumo_ha=0.0060 energy_ha=-430.29018 e_above_lowest_ev=3.0069 homo_ev=-9.914
C -0.84928 0.42845 -0.13019 1.84 5.37 -1.23
F -1.91345 -0.20568 0.24272 -1.55 -1.21 0.83
Si 0.77643 -0.45533 -0.04746 0.93 0.02 1.53
H -1.00589 0.90204 -1.19276 0.01 -0.34 2.13
H -0.61748 1.85005 1.04499 -0.47 -2.76 -2.54
H 2.09471 -0.06852 -0.61417 -0.49 0.80 -0.08
H 0.53601 -1.67553 -0.66291 -0.47 -1.88 -1.06
H 0.97894 -0.77547 1.35979 0.20 0.01 0.42

=====

Record 3
12
Properties=species:S:1:pos:R:3:forces:R:3 method="wB97M-V/def2-TZVPD" homo_lumo_gap_ev=9.215 max_force_ev_per_a=2.95 lumo_ha=-0.0140 energy_ha=-996.91117 e_above_lowest_ev=0.0000 homo_ev=-9.597
C -0.46557 0.24490 -0.75942 1.43 0.90 1.48
N -0.13024 -0.89665 0.14948 -0.90 -1.31 -0.28
N 2.15670 0.00046 0.82364 0.07 -1.96 0.87
O 1.76482 -2.47511 0.73862 -0.56 0.08 -0.81
O 1.71575 -1.23812 -1.44131 1.07 -0.06 -1.38
S 1.44842 -1.31958 -0.06189 -0.45 0.32 2.90
I 3.98641 0.32306 -0.02612 0.62 0.43 0.15
H -0.25485 0.06204 -1.79291 -0.43 -0.49 -0.65
H -1.44896 0.70862 -0.56847 0.54 -0.56 0.06
H 0.36892 0.95174 -0.46591 -1.34 -0.10 -0.32
H -0.64597 -1.80987 0.04513 0.27 1.45 0.01
H 2.33407 -0.50202 1.77616 -0.32 1.31 -2.04

=====

Record 4
12
Properties=species:S:1:pos:R:3:forces:R:3 method="wB97M-V/def2-TZVPD" multiplicity=3 homo_lumo_gap_ev="6.585 / 6.697" max_force_ev_per_a=3.85 lumo_ha="-0.0102 / -0.1084" energy_ha=-996.75200 homo_ev="-6.861 / -9.647" s2=2.011
C 1.03826 -1.16934 -0.53697 -1.58 -0.17 2.12
N 1.22497 0.16362 -0.06174 0.51 0.15 0.18
N -1.71341 0.21687 1.32383 -0.81 -1.81 0.81
O 0.13138 2.33936 0.56661 1.19 3.21 1.77
O -0.71829 1.07710 -1.31554 -0.20 0.11 -1.44
S -0.12450 1.09273 -0.00820 1.05 -1.95 -1.54
I -2.72594 -0.79868 -0.01390 -0.73 0.19 0.84
H 0.23402 -0.95384 -1.14297 -1.84 -1.00 -2.06
H 1.85868 -1.36399 -1.08419 2.70 -1.25 -2.11
H 0.79447 -2.03446 0.13741 0.25 1.14 0.02
H 1.99684 0.29585 0.52366 0.89 0.87 1.26
H -1.99648 1.13478 1.61199 -1.44 0.51 0.15

=====

Record 5
10
Properties=species:S:1:pos:R:3:forces:R:3 method="wB97M-V/def2-TZVPD" homo_lumo_gap_ev="7.827 / 7.828" max_force_ev_per_a=4.82 lumo_ha="-0.0372 / -0.0373" energy_ha=-846.37906 e_above_lowest_ev=1.8237 homo_ev="-8.841 / -8.842"
C 0.12095 0.97007 -0.10749 -3.55 0.64 3.19
N 0.94179 -1.79536 -0.02849 -0.21 0.28 -0.42
N -1.07768 0.52343 0.27998 2.80 0.68 -0.23
S -0.42772 -2.49052 0.24581 1.31 0.83 0.00
I -1.06644 -1.96571 2.72767 -0.23 -0.15 -0.18
H 0.34452 0.74146 -1.14101 0.52 0.25 0.06
H 0.75726 1.71727 0.56953 -1.02 -1.94 -1.58
H 1.81212 -2.21320 0.27031 -0.29 -0.82 0.18
H -1.39011 0.60323 1.29671 1.11 0.55 -1.67
H -1.09141 -1.39804 -0.29531 -0.46 -0.31 0.65

=====

Record 6
9
Properties=species:S:1:pos:R:3:forces:R:3 method="wB97M-V/def2-TZVPD" homo_lumo_gap_ev=9.048 max_force_ev_per_a=2.49 lumo_ha=0.0084 energy_ha=-734.89313 smiles=CNPI e_above_lowest_ev=0.9671 homo_ev=-8.820
C 0.08067 -0.99332 -0.54151 0.39 0.06 -0.30
N 0.28139 0.29113 0.22423 -0.73 -0.99 0.11
P -0.89231 0.88056 1.31525 1.32 0.99 0.40
I -2.37455 2.63710 0.23034 0.28 -0.24 -0.05
H -0.76355 -0.89812 -1.23926 -0.07 -0.19 0.49
H 0.93392 -1.29221 -1.24436 -0.70 0.95 1.35
H -0.03580 -1.83168 0.16818 -0.24 0.40 -0.43
H 1.07144 0.78307 -0.10990 0.48 0.89 -0.10
H -0.13148 2.02008 2.10083 -0.73 -1.87 -1.48

=====

Record 7
9
Properties=species:S:1:pos:R:3:forces:R:3 method="wB97M-V/def2-TZVPD" homo_lumo_gap_ev=10.112 max_force_ev_per_a=4.52 lumo_ha=0.0109 energy_ha=-703.55709 smiles=C[Si@@H](O)I e_above_lowest_ev=1.2200 homo_ev=-9.817
C 1.13646 0.32257 -0.61569 0.49 1.91 1.42
O -0.40813 -0.63925 1.78074 0.03 0.89 -4.43
Si -0.56728 -0.33619 -0.20146 -0.27 -0.19 3.78
I -2.33870 1.51517 -0.60959 1.04 -1.12 0.23
H 0.97400 1.42096 -0.36879 -0.03 -0.84 -0.88
H 1.83654 0.17595 0.24295 -0.49 -0.85 -0.62
H 1.70624 0.26395 -1.56337 -0.83 -0.25 0.45
H -1.17470 -1.12496 2.08908 -0.31 -0.09 -0.04
H -1.16443 -1.59819 -0.75387 0.38 0.53 0.09

=====

Record 8
9
Properties=species:S:1:pos:R:3:forces:R:3 method="wB97M-V/def2-TZVPD" homo_lumo_gap_ev="7.573 / 7.574" max_force_ev_per_a=4.31 lumo_ha="-0.0329 / -0.0329" energy_ha=-703.48019 smiles="C=[Si](O)I.[H][H]" e_above_lowest_ev=3.3124 homo_ev="-8.469 / -8.469"
C -1.09915 -0.32870 -0.07479 1.11 -0.01 3.64
O 1.62649 -0.71988 -1.04473 1.98 -0.11 -2.11
Si 0.60491 -0.77768 0.12454 -3.65 -0.84 2.13
I 1.39183 -2.77462 1.58147 -0.52 1.38 -0.63
H -1.47617 0.06703 -0.98322 -0.02 0.63 -0.72
H -1.60777 0.05687 0.91469 0.82 -1.11 -2.13
H -0.74490 3.31462 0.37254 0.54 2.77 0.45
H 2.18350 -1.49520 -1.15474 0.28 0.02 -0.20
H -0.87873 2.65757 0.26425 -0.54 -2.73 -0.45